C36H96O36S12 | wB97M-V/def2-TZVPD

Cartesian coordinates (Å):
C: 10.134 -18.680 -8.473
C: 8.679 -17.962 -8.251
O: 8.632 -16.604 -8.656
S: 8.371 -16.234 -10.268
C: 10.008 -15.764 -10.911
O: 8.067 -17.522 -10.897
O: 7.542 -15.013 -10.505
H: 10.472 -18.396 -9.470
H: 10.161 -19.751 -8.273
H: 10.877 -18.186 -7.847
H: 7.846 -18.541 -8.650
H: 8.487 -17.998 -7.179
H: 10.319 -14.833 -10.436
H: 9.895 -15.645 -11.988
H: 10.730 -16.523 -10.610
C: 4.328 -19.026 -14.911
C: 4.207 -17.529 -15.477
O: 5.325 -17.444 -16.494
S: 5.183 -16.213 -17.524
C: 4.428 -17.031 -18.862
O: 4.226 -15.247 -16.986
O: 6.530 -15.798 -18.000
H: 5.202 -19.250 -14.299
H: 4.538 -19.720 -15.724
H: 3.339 -19.268 -14.522
H: 3.158 -17.391 -15.741
H: 4.464 -16.850 -14.664
H: 4.879 -16.612 -19.761
H: 3.370 -16.794 -18.745
H: 4.537 -18.115 -18.830
C: 4.028 -17.787 -6.552
C: 3.317 -16.892 -5.574
O: 3.146 -17.704 -4.408
S: 2.575 -16.990 -2.965
C: 0.829 -16.739 -3.244
O: 2.903 -18.005 -1.907
O: 3.040 -15.612 -2.777
H: 5.110 -17.762 -6.428
H: 3.936 -17.563 -7.615
H: 3.670 -18.816 -6.511
H: 3.995 -16.050 -5.435
H: 2.337 -16.647 -5.985
H: 0.496 -17.588 -3.842
H: 0.892 -15.876 -3.905
H: 0.427 -16.606 -2.239
C: 7.832 -11.729 -10.039
C: 8.703 -11.091 -8.979
O: 9.884 -10.349 -9.429
S: 11.467 -10.763 -9.036
C: 11.526 -10.213 -7.299
O: 11.584 -12.199 -9.027
O: 12.354 -9.918 -9.888
H: 7.607 -10.964 -10.783
H: 6.843 -12.056 -9.717
H: 8.497 -12.387 -10.598
H: 8.221 -10.239 -8.500
H: 8.962 -11.818 -8.209
H: 10.768 -10.786 -6.765
H: 11.275 -9.154 -7.254
H: 12.514 -10.536 -6.968
C: 6.333 -22.289 -13.249
C: 6.506 -21.627 -11.863
O: 6.315 -22.645 -10.900
S: 7.513 -22.813 -9.664
C: 8.732 -24.028 -10.593
O: 8.276 -21.543 -9.446
O: 6.942 -23.597 -8.574
H: 5.412 -22.837 -13.449
H: 7.180 -22.974 -13.270
H: 6.311 -21.555 -14.055
H: 7.506 -21.217 -11.718
H: 5.813 -20.787 -11.891
H: 8.248 -24.982 -10.384
H: 9.748 -23.867 -10.232
H: 8.634 -23.977 -11.677
C: -0.253 -17.237 -7.797
C: 0.632 -18.436 -7.521
O: 0.814 -18.624 -6.104
S: 0.704 -20.266 -5.492
C: -1.180 -20.360 -5.417
O: 1.247 -21.150 -6.518
O: 1.237 -20.340 -4.134
H: 0.176 -16.262 -7.565
H: -1.275 -17.286 -7.420
H: -0.508 -17.074 -8.844
H: 0.186 -19.339 -7.936
H: 1.587 -18.343 -8.039
H: -1.416 -20.041 -6.432
H: -1.571 -19.680 -4.660
H: -1.324 -21.412 -5.169
C: 1.552 -13.115 -13.836
C: 1.392 -11.704 -13.162
O: 1.615 -11.916 -11.766
S: 0.219 -11.663 -10.820
C: 0.426 -9.917 -10.407
O: -1.027 -11.939 -11.605
O: 0.443 -12.443 -9.531
H: 1.102 -13.168 -14.827
H: 1.200 -13.936 -13.211
H: 2.603 -13.379 -13.954
H: 2.123 -11.010 -13.577
H: 0.441 -11.296 -13.504
H: -0.488 -9.631 -9.887
H: 0.645 -9.401 -11.342
H: 1.251 -9.911 -9.695
C: -1.681 -25.442 -8.774
C: -0.180 -25.435 -8.671
O: 0.272 -24.786 -9.814
S: 1.400 -23.580 -9.743
C: 0.160 -22.264 -9.741
O: 2.166 -23.670 -8.485
O: 2.085 -23.428 -11.051
H: -2.050 -24.433 -8.594
H: -2.037 -26.144 -8.020
H: -2.009 -25.726 -9.774
H: 0.129 -24.975 -7.732
H: 0.250 -26.436 -8.631
H: 0.711 -21.338 -9.902
H: -0.384 -22.234 -8.797
H: -0.371 -22.398 -10.683
C: -0.586 -16.950 -13.613
C: 0.058 -17.333 -15.018
O: -0.948 -17.003 -16.050
S: -1.867 -18.183 -16.567
C: -1.182 -18.316 -18.290
O: -1.523 -19.424 -15.867
O: -3.242 -17.630 -16.680
H: -0.649 -15.865 -13.526
H: -0.018 -17.337 -12.767
H: -1.581 -17.393 -13.577
H: 1.021 -16.859 -15.205
H: 0.286 -18.385 -14.843
H: -0.113 -18.520 -18.358
H: -0.993 -17.256 -18.463
H: -1.911 -18.884 -18.868
C: 8.698 -11.169 -4.069
C: 7.877 -12.315 -4.624
O: 7.305 -11.914 -5.786
S: 5.982 -12.767 -6.361
C: 6.814 -14.370 -6.727
O: 5.028 -12.998 -5.232
O: 5.456 -12.217 -7.599
H: 9.378 -10.790 -4.832
H: 9.399 -11.430 -3.277
H: 8.136 -10.268 -3.822
H: 8.435 -13.240 -4.770
H: 7.155 -12.673 -3.890
H: 7.457 -14.809 -5.964
H: 7.380 -14.303 -7.656
H: 5.989 -15.068 -6.867
C: 7.764 -7.230 -10.646
C: 6.309 -7.566 -10.941
O: 6.024 -8.982 -11.158
S: 4.431 -9.413 -11.258
C: 4.487 -10.595 -9.953
O: 3.614 -8.279 -10.867
O: 4.276 -10.088 -12.566
H: 7.965 -6.270 -10.170
H: 8.475 -7.278 -11.470
H: 8.196 -8.030 -10.044
H: 5.825 -7.145 -10.060
H: 5.896 -7.070 -11.819
H: 4.947 -11.468 -10.416
H: 3.438 -10.797 -9.736
H: 5.108 -10.102 -9.205
C: 4.135 -14.577 -9.689
C: 3.061 -15.135 -10.613
O: 2.407 -16.404 -10.226
S: 2.695 -17.638 -11.278
C: 4.436 -17.957 -10.760
O: 1.802 -18.733 -10.805
O: 2.623 -17.163 -12.687
H: 4.710 -13.921 -10.343
H: 4.811 -15.418 -9.538
H: 3.740 -14.039 -8.828
H: 2.297 -14.358 -10.635
H: 3.570 -15.189 -11.575
H: 4.885 -17.080 -11.227
H: 4.731 -18.840 -11.328
H: 4.435 -18.043 -9.673

Output
2S+1   1
SMILES string   CCOS(C)(=O)=O.CCOS(C)(=O)=O.CCOS(C)(=O)=O.CCOS(C)(=O)=O.CCOS(C)(=O)=O.CCOS(C)(=O)=O.CCOS(C)(=O)=O.CCOS(C)(=O)=O.CCOS(C)(=O)=O.CCOS(C)(=O)=O.CCOS(C)(=O)=O.CCOS(C)(=O)=O
Frontier orbital gap   10.8 eV

C36H99AlF2N11O16S2 | wB97M-V/def2-TZVPD

Cartesian coordinates (Å):
Al: -0.869 1.188 4.873
N: -0.276 0.108 2.300
S: -0.476 -1.184 1.544
O: 0.642 -2.135 1.568
O: -1.438 -1.252 0.470
F: -1.409 -1.907 2.686
S: 0.718 0.616 1.009
O: 0.079 0.860 -0.301
O: 2.059 0.084 0.977
F: 1.027 2.120 1.584
N: -3.671 -1.884 5.767
O: -3.566 -2.916 6.409
O: -2.729 -1.413 5.173
O: -4.679 -1.208 5.773
C: 2.890 -6.184 0.431
C: 2.836 -4.731 0.115
C: 1.715 -4.322 -0.882
O: 2.116 -3.059 -1.509
C: 1.046 -2.610 -2.341
N: 2.822 -4.070 1.412
H: 1.999 -6.604 0.898
H: 3.759 -6.431 1.040
H: 3.040 -6.820 -0.441
H: 3.754 -4.422 -0.386
H: 0.716 -4.382 -0.451
H: 1.686 -5.057 -1.687
H: 0.642 -3.350 -3.032
H: 1.461 -1.826 -2.975
H: 0.276 -2.286 -1.641
H: 2.173 -3.296 1.396
H: 2.565 -4.680 2.175
C: -7.767 -6.107 0.403
C: -7.388 -4.710 1.000
C: -6.139 -4.690 1.932
O: -5.918 -3.322 2.448
C: -4.496 -3.231 2.303
N: -7.103 -3.699 0.007
H: -8.736 -6.261 -0.073
H: -7.767 -6.821 1.226
H: -7.020 -6.468 -0.304
H: -8.194 -4.320 1.621
H: -5.305 -5.270 1.536
H: -6.366 -5.277 2.823
H: -4.128 -3.244 1.277
H: -3.973 -4.031 2.827
H: -4.092 -2.320 2.745
H: -6.708 -2.969 0.582
H: -6.406 -4.098 -0.605
C: 4.451 1.157 -0.903
C: 5.327 -0.145 -0.888
C: 6.633 -0.020 -0.056
O: 7.657 0.670 -0.804
C: 8.951 0.578 -0.249
N: 4.517 -1.164 -0.309
H: 3.456 1.062 -1.339
H: 4.951 1.939 -1.474
H: 4.326 1.543 0.109
H: 5.607 -0.446 -1.897
H: 6.972 -1.037 0.140
H: 6.442 0.525 0.868
H: 9.222 -0.478 -0.225
H: 9.170 1.085 0.691
H: 9.728 0.989 -0.893
H: 3.812 -0.824 0.330
H: 4.073 -1.630 -1.087
C: 2.370 5.126 1.049
C: 3.569 4.341 1.431
C: 4.733 4.399 0.442
O: 5.888 3.765 0.915
C: 7.045 3.875 0.070
N: 3.930 4.550 2.785
H: 1.870 4.776 0.146
H: 2.569 6.118 0.643
H: 1.571 5.178 1.788
H: 3.296 3.289 1.345
H: 4.940 5.393 0.047
H: 4.453 3.809 -0.431
H: 7.954 3.758 0.660
H: 7.104 4.882 -0.343
H: 7.093 3.161 -0.753
H: 4.761 4.053 3.073
H: 4.196 5.505 2.978
C: 0.022 7.928 -2.868
C: 1.040 6.833 -2.445
C: 0.554 5.426 -2.882
O: 1.431 4.371 -2.491
C: 0.954 3.071 -2.760
N: 2.309 7.200 -3.024
H: 0.420 8.901 -2.581
H: -0.983 7.694 -2.517
H: 0.040 7.846 -3.955
H: 1.218 6.869 -1.370
H: 0.371 5.399 -3.956
H: -0.429 5.268 -2.439
H: 1.670 2.404 -2.279
H: 0.885 2.779 -3.808
H: -0.041 2.936 -2.335
H: 2.891 7.672 -2.347
H: 2.806 6.346 -3.235
C: 3.924 0.376 4.118
C: 2.426 0.219 4.287
C: 1.979 -1.235 4.487
O: 0.608 -1.367 4.868
C: 0.257 -2.718 5.006
N: 2.045 0.952 5.488
H: 4.443 0.244 5.068
H: 4.069 1.433 3.895
H: 4.355 -0.317 3.396
H: 2.020 0.780 3.445
H: 2.646 -1.666 5.235
H: 2.060 -1.741 3.525
H: -0.728 -2.846 5.455
H: 1.019 -3.251 5.575
H: 0.257 -3.114 3.991
H: 2.358 0.540 6.356
H: 2.622 1.781 5.473
C: -5.486 0.531 2.103
C: -3.961 0.781 2.412
C: -3.405 2.058 1.723
O: -2.065 2.412 2.149
C: -1.648 3.665 1.647
N: -3.775 0.938 3.831
H: -5.828 -0.350 2.645
H: -5.617 0.354 1.036
H: -6.099 1.390 2.377
H: -3.449 -0.111 2.051
H: -4.131 2.861 1.854
H: -3.382 1.837 0.656
H: -1.674 3.569 0.562
H: -0.680 4.035 1.984
H: -2.406 4.379 1.969
H: -4.302 0.178 4.237
H: -4.152 1.782 4.239
C: -1.784 -3.597 -6.732
C: -1.555 -2.932 -5.406
C: -1.071 -1.538 -5.547
O: -0.621 -1.119 -4.284
C: 0.153 0.030 -4.281
N: -2.690 -3.103 -4.638
H: -2.580 -3.020 -7.203
H: -2.170 -4.616 -6.700
H: -0.910 -3.628 -7.382
H: -0.713 -3.415 -4.910
H: -1.866 -0.909 -5.948
H: -0.214 -1.474 -6.218
H: 0.145 0.436 -3.269
H: -0.213 0.823 -4.934
H: 1.199 -0.176 -4.508
H: -2.371 -2.773 -3.738
H: -2.925 -4.085 -4.617
C: -4.609 -1.394 -1.560
C: -3.516 -0.884 -2.488
C: -3.162 0.588 -2.174
O: -4.154 1.559 -2.222
C: -4.936 1.583 -3.413
N: -2.350 -1.655 -2.237
H: -5.032 -2.347 -1.878
H: -5.425 -0.674 -1.511
H: -4.252 -1.456 -0.532
H: -3.798 -1.047 -3.529
H: -2.406 0.920 -2.886
H: -2.585 0.673 -1.253
H: -4.312 1.577 -4.306
H: -5.506 2.509 -3.491
H: -5.638 0.749 -3.384
H: -1.664 -1.345 -2.909
H: -1.960 -1.471 -1.324

Output
2S+1   1
Net charge   +1
Frontier orbital gap   1.6 eV

C36H99N9O9 | wB97M-V/def2-TZVPD

Cartesian coordinates (Å):
C: 3.649 -0.247 -4.008
C: 3.427 -1.197 -2.811
C: 2.427 -2.294 -3.207
O: 1.142 -1.791 -3.324
C: 0.150 -2.787 -3.777
N: 4.693 -1.879 -2.488
H: 4.092 0.648 -3.571
H: 2.761 0.015 -4.583
H: 4.338 -0.673 -4.737
H: 3.042 -0.727 -1.907
H: 2.417 -3.144 -2.525
H: 2.743 -2.787 -4.126
H: -0.820 -2.326 -3.966
H: 0.012 -3.587 -3.050
H: 0.559 -3.207 -4.697
H: 5.336 -1.118 -2.320
H: 4.562 -2.217 -1.545
C: 0.983 0.615 -0.399
C: 0.398 -0.710 0.277
C: -1.023 -1.079 -0.086
O: -1.993 -0.110 0.243
C: -3.289 -0.668 -0.050
N: 1.285 -1.753 -0.222
H: 0.377 1.464 -0.082
H: 0.889 0.595 -1.484
H: 1.962 0.858 0.014
H: 0.610 -0.707 1.346
H: -1.277 -2.019 0.403
H: -1.101 -1.226 -1.164
H: -3.394 -1.673 0.359
H: -3.487 -0.674 -1.122
H: -4.186 -0.139 0.271
H: 0.916 -2.679 -0.060
H: 1.171 -1.721 -1.225
C: 7.205 1.946 0.689
C: 6.395 3.092 -0.036
C: 4.935 2.593 -0.363
O: 4.436 3.483 -1.406
C: 3.224 2.967 -1.824
N: 6.435 4.332 0.670
H: 6.933 0.974 0.277
H: 7.033 1.963 1.765
H: 8.287 2.012 0.573
H: 6.829 3.391 -0.990
H: 4.258 2.610 0.491
H: 5.033 1.570 -0.726
H: 2.562 2.836 -0.968
H: 3.300 2.015 -2.351
H: 2.771 3.646 -2.546
H: 5.850 4.927 0.101
H: 7.358 4.742 0.645
C: 4.987 5.891 3.485
C: 4.382 4.511 3.635
C: 3.171 4.397 2.621
O: 2.482 3.129 2.801
C: 1.216 3.025 2.255
N: 5.387 3.540 3.374
H: 4.165 6.590 3.643
H: 5.430 5.979 2.493
H: 5.779 6.218 4.158
H: 4.060 4.395 4.670
H: 3.541 4.488 1.600
H: 2.543 5.279 2.746
H: 0.683 2.117 2.539
H: 1.239 2.936 1.169
H: 0.682 3.938 2.518
H: 5.693 3.700 2.425
H: 4.736 2.772 3.292
C: 4.691 -1.582 1.352
C: 4.328 -3.074 1.407
C: 3.172 -3.358 2.426
O: 2.825 -4.759 2.399
C: 3.668 -5.598 3.219
N: 3.944 -3.352 0.034
H: 3.739 -1.080 1.181
H: 5.391 -1.234 0.593
H: 4.972 -1.290 2.364
H: 5.203 -3.677 1.651
H: 2.257 -2.934 2.013
H: 3.294 -3.120 3.483
H: 4.724 -5.334 3.166
H: 3.558 -6.655 2.981
H: 3.444 -5.577 4.286
H: 3.424 -4.218 0.006
H: 3.186 -2.714 -0.163
C: -8.021 -0.995 -2.815
C: -7.041 -2.148 -2.512
C: -6.348 -2.660 -3.828
O: -7.291 -3.098 -4.836
C: -6.663 -3.608 -6.019
N: -6.048 -1.644 -1.545
H: -8.576 -0.734 -1.914
H: -8.659 -1.252 -3.660
H: -7.522 -0.056 -3.056
H: -7.596 -2.998 -2.116
H: -5.721 -3.497 -3.519
H: -5.701 -1.881 -4.232
H: -7.387 -4.079 -6.683
H: -6.084 -4.472 -5.693
H: -6.081 -2.853 -6.548
H: -6.598 -1.309 -0.767
H: -5.554 -0.858 -1.943
C: -4.642 1.568 2.859
C: -3.225 1.818 3.377
C: -2.626 0.706 4.253
O: -1.268 0.932 4.677
C: -1.058 2.211 5.289
N: -2.405 2.078 2.176
H: -5.397 1.791 3.613
H: -4.905 0.561 2.536
H: -4.865 2.347 2.130
H: -3.355 2.719 3.977
H: -2.575 -0.221 3.683
H: -3.245 0.547 5.136
H: -1.266 3.101 4.694
H: -0.004 2.300 5.551
H: -1.540 2.277 6.264
H: -1.451 2.020 2.501
H: -2.552 1.357 1.485
C: -1.932 2.838 -2.206
C: -2.816 3.938 -1.561
C: -4.307 3.585 -1.280
O: -5.038 4.748 -0.934
C: -5.454 5.497 -2.058
N: -2.157 4.445 -0.318
H: -2.156 2.741 -3.269
H: -2.066 1.869 -1.727
H: -0.890 3.120 -2.056
H: -2.842 4.698 -2.342
H: -4.400 2.896 -0.441
H: -4.778 3.107 -2.139
H: -4.679 5.906 -2.706
H: -6.209 6.251 -1.837
H: -6.062 4.858 -2.698
H: -2.897 4.971 0.125
H: -2.005 3.717 0.366
C: -0.922 -4.358 2.138
C: -0.622 -5.148 0.806
C: -1.776 -4.907 -0.277
O: -2.990 -5.206 0.318
C: -4.145 -4.636 -0.408
N: 0.641 -4.719 0.323
H: -1.949 -4.560 2.442
H: -0.803 -3.293 1.936
H: -0.257 -4.661 2.947
H: -0.590 -6.186 1.139
H: -1.696 -5.490 -1.194
H: -1.816 -3.882 -0.647
H: -4.272 -4.969 -1.438
H: -4.192 -3.547 -0.438
H: -5.037 -4.861 0.177
H: 1.299 -4.986 1.042
H: 0.872 -5.255 -0.502

Output
2S+1   2
Net charge   -1
Frontier orbital gap (spin up / spin down)   1.6 / 8.8 eV

Listing ΔE to the lowest compared entry with this formula, charge and spin for the structures above in their given order: 259.7; 84.5; 0.0 kcal/mol.